1.
{
  "formula": "C7H8N2O4S",
  "method": "wB97M-V/def2-TZVPD",
  "orbital_gap_ev": [5.061, 5.061],
  "charge": -2,
  "e_lumo_ha": [0.2275, 0.2275],
  "total_energy_ev": -29389.799,
  "e_above_lowest_kcal_mol": 43.1,
  "max_force_ev_per_a": 3.6,
  "homo_ev": [1.1, 1.1],
  "symbols": ["C", "C", "C", "C", "C", "C", "C", "N", "N", "O", "O", "O", "O", "S", "H", "H", "H", "H", "H", "H", "H", "H"],
  "xyz": [[2.31, -1.00, 1.28], [2.52, -0.40, 0.06], [1.02, -0.73, 1.85], [1.55, 0.34, -0.56], [-0.07, -0.11, 1.22], [0.20, 0.42, -0.05], [-0.87, 1.14, -0.66], [-3.23, -0.53, -1.57], [-1.99, -0.43, -2.10], [-2.00, 0.08, -3.27], [-3.24, 2.33, -0.33], [-1.59, 2.35, 1.50], [-2.94, 0.37, 0.94], [-2.23, 1.58, 0.45], [3.23, -1.37, 1.80], [3.41, -0.77, -0.54], [0.62, -1.32, 2.71], [1.67, 0.75, -1.54], [-1.03, -0.10, 1.69], [-0.83, 1.82, -1.52], [-3.11, -0.82, -0.55], [-3.79, 0.32, -1.57]]
}

2.
{
  "formula": "C7H8N2OP",
  "method": "wB97M-V/def2-TZVPD",
  "orbital_gap_ev": 7.332,
  "charge": 1,
  "e_lumo_ha": -0.2110,
  "total_energy_ev": -21691.909,
  "e_above_lowest_kcal_mol": 46.0,
  "max_force_ev_per_a": 3.4,
  "homo_ev": -13.1,
  "symbols": ["C", "C", "C", "C", "C", "C", "C", "N", "N", "O", "P", "H", "H", "H", "H", "H", "H", "H", "H"],
  "xyz": [[-0.60, 1.00, 0.06], [-0.81, -1.19, -1.22], [0.78, 0.95, -0.01], [0.65, -1.27, -1.16], [-1.14, -0.02, -0.66], [1.40, -0.30, -0.49], [3.40, 0.19, 0.70], [-3.77, 1.15, 0.24], [-3.43, 0.06, -0.13], [2.69, -0.52, -0.29], [-5.11, -0.02, 0.35], [-1.25, 1.80, 0.40], [-1.34, -2.01, -1.66], [1.44, 1.79, 0.29], [1.06, -2.21, -1.21], [3.91, 1.21, 0.63], [4.19, -0.48, 0.94], [2.80, 0.28, 1.58], [-4.87, -0.40, 1.63]]
}

3.
{
  "formula": "C7H8N2OS",
  "method": "wB97M-V/def2-TZVPD",
  "orbital_gap_ev": [5.821, 7.740],
  "charge": 0,
  "e_lumo_ha": [-0.0509, -0.0024],
  "total_energy_ev": -23246.933,
  "e_above_lowest_kcal_mol": 105.8,
  "max_force_ev_per_a": 3.8,
  "homo_ev": [-7.2, -7.8],
  "symbols": ["C", "C", "C", "C", "C", "C", "C", "N", "N", "O", "S", "H", "H", "H", "H", "H", "H", "H", "H"],
  "xyz": [[2.70, -1.32, 0.00], [3.34, -0.05, 0.17], [1.36, -1.44, -0.23], [2.53, 1.05, 0.23], [0.55, -0.29, -0.16], [1.12, 0.98, 0.09], [-3.94, 0.71, 0.07], [-0.81, -0.60, -0.30], [-1.76, 0.28, -0.25], [-3.03, -0.27, -0.24], [0.23, 2.45, 0.28], [3.43, -2.17, 0.02], [4.37, -0.07, 0.32], [0.90, -2.40, -0.42], [2.83, 2.02, 0.36], [-4.91, 0.09, 0.25], [-4.29, 1.22, -0.85], [-3.48, 1.39, 0.83], [-1.14, -1.60, -0.19]]
}